[1]
30
Properties=species:S:1:pos:R:3:mulliken_charge:R:1 method="wB97M-V/def2-TZVPD" total_energy_ha=-3268.2999 lumo_energy_ev=-3.97 orbital_gap_ev=7.01 charge=+1
Pt 0.008 0.039 -1.248 0.335
N -1.191 1.994 -1.824 -0.547
C -0.935 2.275 -3.247 -0.649
C -1.053 0.976 -4.021 -0.517
N -0.038 0.050 -3.503 -0.608
H -2.171 1.775 -1.676 0.295
H -0.946 2.785 -1.239 0.294
H 0.081 2.664 -3.333 0.354
H -1.626 3.016 -3.654 0.387
H -0.938 1.162 -5.090 0.381
H -2.037 0.536 -3.849 0.351
H 0.883 0.349 -3.811 0.318
H -0.182 -0.884 -3.872 0.308
Br 1.360 -2.222 -0.921 -0.175
C 1.252 -2.052 0.989 0.749
C 1.848 -3.026 1.736 -0.639
C 1.802 -2.946 3.137 -0.569
C 1.165 -1.893 3.734 -0.864
C 0.545 -0.884 2.963 0.786
C -0.115 0.202 3.578 -0.788
C -0.720 1.167 2.822 -1.015
C -0.696 1.085 1.421 -0.095
C -0.053 0.061 0.758 0.402
C 0.577 -0.949 1.540 0.324
H 2.350 -3.854 1.253 0.378
H 2.272 -3.718 3.728 0.398
H 1.126 -1.818 4.813 0.386
H -0.140 0.254 4.658 0.383
H -1.225 1.994 3.300 0.391
H -1.202 1.861 0.859 0.246

[2]
15
Properties=species:S:1:pos:R:3:mulliken_charge:R:1 method="wB97M-V/def2-TZVPD" total_energy_ha=-752.1945 lumo_energy_ev=3.14 orbital_gap_ev=8.69 charge=-1
O 2.962 1.211 0.334 -0.597
C 2.227 1.114 -0.585 0.719
O 1.943 1.813 -1.533 -0.706
O 1.485 -0.250 -0.497 -0.417
N 0.342 -0.204 -1.101 0.504
O 0.431 -0.187 -2.463 -0.494
C -0.868 -0.131 -0.576 0.338
O -1.916 -0.090 -1.116 -0.569
C -0.616 -0.305 1.245 -0.709
N -1.884 -0.830 1.909 0.878
O -2.767 -0.068 2.226 -0.559
O -2.048 -2.050 1.899 -0.561
H 1.032 0.523 -2.489 0.391
H -0.304 0.675 1.454 0.403
H -0.019 -1.222 1.292 0.379

[3]
12
Properties=species:S:1:pos:R:3:mulliken_charge:R:1 method="wB97M-V/def2-TZVPD" s_squared=0.75 spin_multiplicity=2 total_energy_ha=-231.0579 lumo_energy_ev="-3.53 / -10.39" orbital_gap_ev="12.01 / 5.07" charge=+1
C -12.746 21.481 1.645 -0.402
O -11.366 21.580 1.631 -0.013
H -13.172 20.838 0.875 0.307
H -13.132 20.996 2.542 0.347
H -13.247 22.445 1.558 0.317
H -11.118 22.348 2.151 0.460
C -8.938 23.273 3.747 -0.534
O -10.211 23.556 3.091 -0.654
H -8.359 22.623 3.091 0.283
H -8.480 24.260 3.809 0.281
H -8.997 22.941 4.783 0.264
H -10.020 23.856 2.199 0.343

[4]
25
Properties=species:S:1:pos:R:3:mulliken_charge:R:1 method="wB97M-V/def2-TZVPD" total_energy_ha=-722.2432 lumo_energy_ev=-0.05 orbital_gap_ev=8.66
O 5.113 1.321 0.159 -0.629
C 3.971 0.925 0.230 0.213
C 3.570 -0.382 0.555 -0.451
C 2.266 -0.735 0.408 0.765
N 1.336 0.235 0.182 -0.187
C 1.660 1.505 -0.196 0.437
O 0.788 2.307 -0.478 -0.691
N 2.943 1.802 -0.301 -0.077
C -0.209 -0.710 -0.127 1.283
C 0.414 -2.078 0.240 -0.973
C 1.695 -2.084 0.542 -0.894
C -1.237 -0.072 0.759 -0.494
C -1.770 1.049 -0.168 -0.450
C -1.220 0.621 -1.603 -0.646
O -0.482 -0.550 -1.378 -0.426
H 4.375 -1.178 0.871 0.284
H 3.081 2.718 -0.489 0.188
H -0.196 -2.966 0.055 0.405
H 2.182 -2.952 0.789 0.519
H -0.787 0.555 1.614 0.281
H -2.147 -0.761 0.918 0.289
H -2.933 1.194 -0.325 0.341
H -1.286 2.071 0.041 0.190
H -2.039 0.494 -2.262 0.480
H -0.663 1.503 -1.886 0.243